--- 1 ---
Formula: C5H12O2
Source: the OMol25 dataset
Level of theory: ωB97M-V with the def2-TZVPD basis set

Its gap between HOMO and LUMO is 8.47 eV.

Cartesian coordinates (Å):
C (-0.698, 0.879, 2.454)
O (-0.606, 0.602, 0.789)
C (0.150, -0.502, 0.193)
C (-0.475, -1.835, 0.559)
C (0.251, -0.274, -1.310)
C (0.884, 1.059, -1.711)
O (0.049, 2.168, -1.471)
H (-0.432, -0.141, 2.802)
H (-1.548, 0.535, 0.570)
H (0.259, 1.430, 2.528)
H (1.130, -0.388, 0.668)
H (-1.474, -1.928, 0.114)
H (-0.560, -1.948, 1.643)
H (0.140, -2.654, 0.174)
H (-0.750, -0.339, -1.760)
H (0.842, -1.099, -1.729)
H (1.860, 1.169, -1.208)
H (1.077, 1.053, -2.788)
H (-0.100, 2.215, -0.517)

Löwdin atomic charge list, values in e, 5 entries: number 1, C, carries 0.001; number 2, O, carries -0.203; number 3, C, carries -0.364; number 4, C, carries -0.036; number 5, C, carries -0.137

--- 2 ---
Formula: C5H12O2
Source: the OMol25 dataset
Level of theory: ωB97M-V with the def2-TZVPD basis set

Its gap between HOMO and LUMO is 9.28 eV.

Cartesian coordinates (Å):
C (-0.696, -2.720, -0.295)
C (0.241, -1.510, -0.328)
C (-0.494, -0.345, 0.301)
O (-0.577, -0.313, 1.637)
C (0.492, 1.237, -0.276)
C (-0.099, 2.537, 0.248)
O (1.886, 1.146, -0.180)
H (-1.049, -2.898, 0.726)
H (-1.571, -2.554, -0.936)
H (-0.189, -3.622, -0.649)
H (1.141, -1.696, 0.266)
H (0.546, -1.287, -1.357)
H (-1.396, -0.043, -0.270)
H (0.121, 0.565, 0.889)
H (0.200, 1.055, -1.312)
H (0.123, 2.676, 1.314)
H (0.297, 3.393, -0.310)
H (-1.187, 2.525, 0.140)
H (2.211, 1.852, 0.392)

Löwdin atomic charge list, values in e, 5 entries: number 1, C, carries -0.095; number 2, C, carries -0.207; number 3, C, carries -0.416; number 4, O, carries -0.123; number 5, C, carries -0.352

--- 3 ---
Formula: C5H12O2
Source: the OMol25 dataset
Level of theory: ωB97M-V with the def2-TZVPD basis set

Its gap between HOMO and LUMO is 9.66 eV. As for the SMILES: CC/C=C/CO.O.

Cartesian coordinates (Å):
C (-0.361, -1.313, 1.277)
C (0.428, -1.034, -0.003)
C (-0.085, 0.225, -0.731)
C (-0.879, -0.002, -1.819)
C (-1.381, 1.252, -2.659)
O (-0.149, 2.049, -2.959)
H (-1.154, -0.550, 1.320)
H (-0.774, -2.350, 1.302)
H (0.248, -1.150, 2.215)
H (1.496, -0.985, 0.168)
H (0.328, -1.870, -0.770)
H (0.746, 0.864, -0.708)
H (-0.992, -1.046, -2.386)
H (-2.102, 0.917, -3.489)
H (-2.056, 1.976, -2.024)
H (0.098, 1.780, -3.867)
O (1.941, -0.926, 5.464)
H (1.012, -0.934, 5.639)
H (2.489, -0.407, 6.171)

Löwdin atomic charge list, values in e, 5 entries: number 1, C, carries -0.119; number 2, C, carries -0.283; number 3, C, carries -0.125; number 4, C, carries -0.084; number 5, C, carries -0.228

--- 4 ---
Formula: C5H12O2
Source: the OMol25 dataset
Level of theory: ωB97M-V with the def2-TZVPD basis set

Its gap between HOMO and LUMO is 9.55 eV. As for the SMILES: CC/C=C(\C)O.O.

Cartesian coordinates (Å):
C (2.108, 0.380, 1.099)
C (1.308, 0.744, -0.157)
C (0.492, -0.421, -0.653)
C (-0.782, -0.411, -1.064)
C (-1.714, 0.766, -1.115)
O (-1.320, -1.589, -1.518)
H (1.433, 0.076, 1.908)
H (2.793, -0.452, 0.893)
H (2.707, 1.230, 1.444)
H (0.668, 1.608, 0.060)
H (2.003, 1.068, -0.945)
H (1.005, -1.382, -0.713)
H (-1.984, 0.982, -2.156)
H (-2.637, 0.549, -0.560)
H (-1.266, 1.664, -0.685)
H (-2.275, -1.487, -1.613)
O (-1.012, -0.842, 2.175)
H (-0.853, -1.782, 2.322)
H (-0.674, -0.699, 1.277)

Löwdin atomic charge list, values in e, 5 entries: number 1, C, carries -0.112; number 2, C, carries -0.253; number 3, C, carries -0.095; number 4, C, carries -0.413; number 5, C, carries -0.019

Stability ranking, top and bottom: 4 is the most stable and 1 is the least stable.

--- 1 ---
Formula: C5H12O2
Source: the OMol25 dataset
Level of theory: ωB97M-V with the def2-TZVPD basis set

Its gap between HOMO and LUMO is 10.83 eV. As for the SMILES: CCOCCOC.

Cartesian coordinates (Å):
C (-2.766, -0.684, -1.615)
C (-2.349, 0.042, -0.348)
O (-0.992, 0.434, -0.448)
C (-0.168, -0.030, 0.593)
C (1.240, 0.445, 0.289)
O (2.105, -0.114, 1.245)
C (3.442, 0.248, 1.026)
H (-2.189, -1.606, -1.737)
H (-2.586, -0.050, -2.487)
H (-3.831, -0.942, -1.585)
H (-2.500, -0.606, 0.527)
H (-2.962, 0.941, -0.198)
H (-0.490, 0.360, 1.571)
H (-0.172, -1.130, 0.653)
H (1.515, 0.127, -0.729)
H (1.280, 1.547, 0.316)
H (3.587, 1.337, 1.112)
H (3.789, -0.068, 0.028)
H (4.047, -0.251, 1.787)

Löwdin atomic charge list, values in e, 5 entries: number 1, C, carries -0.078; number 2, C, carries -0.283; number 3, O, carries -0.156; number 4, C, carries -0.210; number 5, C, carries -0.223

--- 2 ---
Formula: C5H12O2
Source: the OMol25 dataset
Level of theory: ωB97M-V with the def2-TZVPD basis set

Its gap between HOMO and LUMO is 10.65 eV. As for the SMILES: CC[C@@H](O)[C@@H](C)O.

Cartesian coordinates (Å):
C (-0.689, 2.608, 0.145)
C (-0.538, 1.195, 0.693)
C (0.047, 0.224, -0.333)
O (1.243, 0.699, -0.907)
C (0.249, -1.189, 0.285)
C (-0.199, -2.297, -0.655)
O (1.631, -1.295, 0.625)
H (0.288, 3.004, -0.144)
H (-1.333, 2.619, -0.744)
H (-1.133, 3.276, 0.890)
H (0.098, 1.196, 1.589)
H (-1.519, 0.802, 1.002)
H (-0.672, 0.133, -1.160)
H (1.954, 0.238, -0.435)
H (-0.342, -1.255, 1.211)
H (0.309, -2.219, -1.621)
H (-0.003, -3.289, -0.231)
H (-1.279, -2.226, -0.826)
H (1.888, -2.224, 0.615)

Löwdin atomic charge list, values in e, 5 entries: number 1, C, carries -0.105; number 2, C, carries -0.216; number 3, C, carries -0.371; number 4, O, carries -0.022; number 5, C, carries -0.378

--- 3 ---
Formula: C5H12O2
Source: the OMol25 dataset
Level of theory: ωB97M-V with the def2-TZVPD basis set

Its gap between HOMO and LUMO is 10.86 eV. As for the SMILES: CC[C@@H](O)[C@@H](C)O.

Cartesian coordinates (Å):
C (-2.109, 1.518, 0.806)
C (-0.719, 0.902, 0.955)
C (-0.338, -0.022, -0.208)
O (-0.157, 0.709, -1.407)
C (0.929, -0.837, 0.079)
C (1.264, -1.813, -1.041)
O (1.973, 0.127, 0.224)
H (-2.194, 2.073, -0.134)
H (-2.889, 0.747, 0.815)
H (-2.320, 2.209, 1.629)
H (0.038, 1.693, 1.018)
H (-0.664, 0.339, 1.896)
H (-1.160, -0.726, -0.399)
H (0.728, 1.098, -1.318)
H (0.790, -1.384, 1.025)
H (1.478, -1.261, -1.961)
H (2.139, -2.422, -0.780)
H (0.431, -2.494, -1.240)
H (2.818, -0.328, 0.116)

Löwdin atomic charge list, values in e, 5 entries: number 1, C, carries -0.104; number 2, C, carries -0.207; number 3, C, carries -0.374; number 4, O, carries -0.026; number 5, C, carries -0.397

--- 4 ---
Formula: C5H12O2
Source: the OMol25 dataset
Level of theory: ωB97M-V with the def2-TZVPD basis set

Its gap between HOMO and LUMO is 10.53 eV.

Cartesian coordinates (Å):
C (2.378, 0.249, 1.287)
C (0.943, 0.647, 0.981)
C (0.338, -0.163, -0.151)
O (0.329, -1.543, 0.071)
C (-1.201, 0.289, -0.300)
C (-1.409, -0.006, -1.730)
O (-2.081, -0.552, 0.372)
H (2.432, -0.821, 1.511)
H (3.037, 0.447, 0.432)
H (2.761, 0.809, 2.144)
H (0.294, 0.495, 1.852)
H (0.884, 1.712, 0.713)
H (0.949, -0.003, -1.068)
H (-0.532, -1.681, 0.513)
H (-1.313, 1.356, -0.033)
H (-1.055, -1.006, -1.986)
H (-2.840, -0.348, -1.651)
H (-1.042, 0.774, -2.421)
H (-2.872, -0.656, -0.537)

Löwdin atomic charge list, values in e, 5 entries: number 1, C, carries -0.102; number 2, C, carries -0.224; number 3, C, carries -0.379; number 4, O, carries -0.027; number 5, C, carries -0.469

Stability ranking, top and bottom: 3 is the most stable and 4 is the least stable.

--- 1 ---
Formula: H16O8
Source: the OMol25 dataset
Level of theory: ωB97M-V with the def2-TZVPD basis set

Its gap between HOMO and LUMO is 9.99 eV. As for the SMILES: O.O.O.O.O.O.O.O.

Cartesian coordinates (Å):
O (-0.874, -0.603, 0.174)
H (0.046, -0.507, 0.444)
H (-1.045, -1.548, 0.257)
O (3.604, -1.008, -1.894)
H (3.435, -1.773, -1.332)
H (2.765, -0.534, -1.903)
O (-4.667, 1.269, -0.843)
H (-4.729, 1.829, -1.625)
H (-5.573, 1.221, -0.517)
O (-3.463, -1.320, -0.430)
H (-4.007, -2.015, -0.817)
H (-3.914, -1.098, 0.392)
O (2.394, -2.943, 0.474)
H (2.526, -3.754, -0.030)
H (3.237, -2.482, 0.402)
O (-2.393, 0.182, 1.735)
H (-2.966, 0.329, 0.974)
H (-2.994, -0.117, 2.427)
O (1.711, 3.266, -0.525)
H (1.362, 3.391, -1.414)
H (2.568, 3.707, -0.545)
O (4.160, 1.517, 1.173)
H (5.061, 1.754, 1.419)
H (3.756, 1.238, 2.003)

Löwdin atomic charge list, values in e, 5 entries: number 1, O, carries -0.083; number 2, H, carries 0.037; number 3, H, carries 0.032; number 4, O, carries -0.053; number 5, H, carries -0.008

--- 2 ---
Formula: H16O8
Source: the OMol25 dataset
Level of theory: ωB97M-V with the def2-TZVPD basis set

Its gap between HOMO and LUMO is 9.66 eV. As for the SMILES: O.O.O.O.O.O.O.O.

Cartesian coordinates (Å):
O (-2.850, -0.902, -1.234)
H (-2.066, -1.201, -1.694)
H (-2.516, -0.423, -0.476)
O (0.940, 3.090, -0.726)
H (0.453, 3.676, -0.147)
H (1.834, 3.431, -0.716)
O (-0.267, 1.363, -2.379)
H (0.247, 1.847, -3.026)
H (-0.355, 1.967, -1.642)
O (-2.290, 0.401, 1.723)
H (-2.364, 1.342, 1.559)
H (-1.492, 0.140, 1.265)
O (-0.673, -1.292, -3.049)
H (-0.219, -0.468, -2.872)
H (-0.206, -1.668, -3.795)
O (2.699, -2.103, 2.119)
H (3.192, -1.286, 2.049)
H (3.370, -2.783, 2.191)
O (-0.051, -2.176, 3.382)
H (0.411, -2.066, 4.213)
H (0.557, -1.841, 2.723)
O (0.273, 0.229, 0.439)
H (0.167, 0.710, -0.381)
H (1.205, 0.015, 0.474)

Löwdin atomic charge list, values in e, 5 entries: number 1, O, carries -0.052; number 2, H, carries -0.020; number 3, H, carries -0.015; number 4, O, carries -0.030; number 5, H, carries 0.062

--- 3 ---
Formula: H16O8
Source: the OMol25 dataset
Level of theory: ωB97M-V with the def2-TZVPD basis set

Its gap between HOMO and LUMO is 10.47 eV. As for the SMILES: O.O.O.O.O.O.O.O.

Cartesian coordinates (Å):
O (25.559, -5.694, 0.371)
H (25.414, -6.396, -0.257)
H (25.451, -6.128, 1.262)
O (24.081, -1.684, -2.044)
H (23.318, -1.837, -2.617)
H (23.794, -1.613, -1.126)
O (24.185, -6.581, -1.842)
H (24.702, -6.948, -2.521)
H (23.964, -5.802, -2.268)
O (25.933, -4.678, -3.980)
H (25.953, -4.370, -3.045)
H (26.467, -5.457, -3.996)
O (26.180, -2.157, 0.832)
H (26.259, -2.548, -0.001)
H (26.106, -2.906, 1.450)
O (25.900, -3.740, -1.518)
H (25.578, -4.388, -0.887)
H (25.203, -3.117, -1.727)
O (23.301, -4.253, 0.769)
H (22.739, -4.556, 0.041)
H (24.088, -4.808, 0.661)
O (26.126, -0.080, -2.761)
H (25.323, -0.613, -2.572)
H (25.803, 0.834, -2.830)

Löwdin atomic charge list, values in e, 5 entries: number 1, O, carries -0.066; number 2, H, carries 0.032; number 3, H, carries 0.121; number 4, O, carries -0.030; number 5, H, carries 0.093

--- 4 ---
Formula: H16O8
Source: the OMol25 dataset
Level of theory: ωB97M-V with the def2-TZVPD basis set

Its gap between HOMO and LUMO is 11.17 eV. As for the SMILES: O.O.O.O.O.O.O.O.

Cartesian coordinates (Å):
O (-0.048, -1.030, 0.838)
H (0.893, -1.184, 0.541)
H (-0.335, -1.812, 1.297)
O (-0.493, 2.966, 1.015)
H (-0.922, 3.588, 1.486)
H (-0.312, 3.300, 0.099)
O (-0.620, -0.422, -1.416)
H (-0.271, -0.550, -2.346)
H (-0.691, 0.487, -1.476)
O (-4.269, -1.952, 1.631)
H (-4.266, -2.953, 1.672)
H (-4.676, -1.566, 2.349)
O (-2.122, 2.866, -2.120)
H (-1.907, 2.179, -1.527)
H (-1.296, 2.972, -2.625)
O (1.560, -2.753, -1.842)
H (0.855, -2.162, -1.673)
H (1.637, -3.246, -0.957)
O (2.654, -0.094, -0.702)
H (2.309, -1.045, -0.854)
H (2.088, 0.383, -0.136)
O (3.203, 0.986, 2.151)
H (3.956, 1.019, 2.765)
H (3.072, 0.024, 1.829)

Löwdin atomic charge list, values in e, 5 entries: number 1, O, carries -0.064; number 2, H, carries 0.022; number 3, H, carries 0.034; number 4, O, carries -0.016; number 5, H, carries -0.036

Stability ranking, top and bottom: 3 is the most stable and 4 is the least stable.

--- 1 ---
Formula: H16O8
Source: the OMol25 dataset
Level of theory: ωB97M-V with the def2-TZVPD basis set

Its gap between HOMO and LUMO is 8.93 eV.

Cartesian coordinates (Å):
O (2.014, 0.888, -0.797)
H (1.072, 0.731, -0.729)
H (2.096, 1.576, -1.456)
O (-1.967, 0.811, 0.530)
H (-2.473, 0.650, -0.266)
H (-1.109, 0.428, 0.351)
O (-0.893, 2.797, -0.991)
H (-0.953, 1.844, -0.923)
H (-1.673, 3.051, -1.484)
O (-0.311, -1.173, -1.419)
H (0.073, -1.582, -2.195)
H (-1.256, -1.254, -1.548)
O (0.022, 0.390, -0.323)
H (-0.009, -0.331, -0.952)
H (0.499, 0.034, 0.427)
O (-0.574, -0.838, 2.324)
H (0.192, -0.822, 1.750)
H (-0.289, -1.339, 3.089)
O (1.267, -0.131, 1.577)
H (0.688, 0.557, 1.907)
H (2.007, 0.341, 1.195)
O (0.278, -2.217, 0.279)
H (0.211, -1.695, -0.520)
H (1.089, -2.715, 0.174)

Löwdin atomic charge list, values in e, 5 entries: number 1, O, carries -0.037; number 2, H, carries -0.184; number 3, H, carries 0.046; number 4, O, carries -0.055; number 5, H, carries 0.026

--- 2 ---
Formula: H16O8
Source: the OMol25 dataset
Level of theory: ωB97M-V with the def2-TZVPD basis set

Its gap between HOMO and LUMO is 10.35 eV. As for the SMILES: O.O.O.O.O.O.O.O.

Cartesian coordinates (Å):
O (-3.592, -1.683, 0.530)
H (-4.100, -2.131, 1.192)
H (-2.783, -1.354, 0.886)
O (-2.218, 2.735, -1.647)
H (-3.003, 2.202, -1.500)
H (-1.660, 2.142, -2.161)
O (1.616, 1.352, 1.319)
H (1.712, 0.976, 0.419)
H (0.962, 0.828, 1.743)
O (2.771, 0.060, -1.146)
H (3.190, 0.953, -1.185)
H (3.212, -0.500, -1.744)
O (1.528, -2.401, 1.045)
H (2.044, -2.171, 1.813)
H (0.751, -2.665, 1.500)
O (-0.306, 0.035, 2.712)
H (-0.668, -0.815, 2.447)
H (0.026, -0.211, 3.561)
O (-0.299, -0.713, -0.362)
H (0.557, -1.198, -0.125)
H (-0.107, -0.011, -1.010)
O (-0.203, 1.632, -2.903)
H (0.362, 2.173, -2.329)
H (0.215, 0.754, -3.044)

Löwdin atomic charge list, values in e, 5 entries: number 1, O, carries -0.032; number 2, H, carries 0.021; number 3, H, carries -0.007; number 4, O, carries -0.074; number 5, H, carries 0.030

Stability ranking, top and bottom: 2 is the most stable and 1 is the least stable.